1.
Entry from OMol25: 15 unconnected molecules or ions with the total composition H28O18S at a distorted geometry (ωB97M-V with the def2-TZVPD basis set).

Last column: Löwdin charge in e.
Geometry (Å):
S 0.19885 -0.22085 -0.26734  0.49
O 0.93385 -1.32185 -0.88234  -0.32
O 0.22385 1.04115 -1.03334  -0.35
O -1.19115 -0.56785 -0.12334  -0.31
O 0.78385 0.01215 1.03266  -0.33
O -1.32715 2.91615 -1.50534  -0.09
H -0.76415 2.10015 -1.40034  -0.04
H -0.74015 3.54815 -1.96534  0.05
O -0.63215 0.41615 3.18666  -0.03
H -1.37915 0.91415 2.98666  -0.02
H -0.13715 0.19415 2.37966  -0.02
O 2.58785 -2.68685 0.44366  -0.07
H 2.19485 -2.65685 1.28066  -0.04
H 1.94685 -2.11485 -0.06734  -0.03
O 3.10385 -0.61185 -1.93234  -0.05
H 2.26685 -0.95985 -1.59034  -0.05
H 2.90185 -0.58785 -2.85334  0.01
O -2.88715 0.83415 1.02966  -0.06
H -3.02215 0.68415 1.97666  0.04
H -2.22415 0.27415 0.60266  -0.05
O 2.24185 2.47515 -1.05334  -0.05
H 2.17585 3.21115 -0.42334  0.04
H 1.48285 1.92915 -1.03834  -0.09
O 1.94585 -1.36485 2.75766  -0.05
H 1.51885 -0.94985 2.02166  -0.05
H 2.78385 -0.97385 2.58866  0.02
O -0.04515 -3.65385 -0.78934  -0.07
H 0.37285 -2.79685 -0.94034  -0.04
H -1.00115 -3.53385 -0.84734  0.03
O -4.26415 -1.15685 -0.64934  -0.05
H -3.81415 -0.60985 -0.05534  -0.05
H -3.73115 -1.18385 -1.44234  -0.02
O -2.14415 -1.38085 -2.39134  -0.05
H -1.73715 -1.11785 -1.56834  -0.03
H -2.41215 -0.62085 -2.90034  0.05
O 0.61085 1.58815 -3.42634  -0.11
H 0.40885 0.61715 -3.57634  0.06
H 0.42785 1.53615 -2.44434  -0.04
O -1.96815 -1.87385 1.94066  -0.07
H -1.69615 -1.27685 2.62366  -0.02
H -1.66215 -1.50385 1.08666  -0.02
O 2.86685 1.28415 1.85466  -0.10
H 2.75785 1.10615 2.81966  0.05
H 2.06385 0.87515 1.40266  0.00
O -0.11515 3.02615 1.27666  -0.04
H -0.21715 2.91615 0.33166  -0.01
H 0.31185 2.22715 1.54366  -0.02

Force components x, y, z for each atom (eV/Å):
0.7066 0.5866 -0.8277
-1.1073 1.1711 -1.1865
0.1920 -1.8722 0.8479
-1.1971 -1.0143 -0.6116
-0.0297 0.7738 0.6366
0.5879 0.5548 -0.2769
-1.2765 1.0723 -0.0033
-0.4701 -0.5507 0.1969
1.7234 -1.4616 1.6351
-1.5700 1.5385 -0.9936
-0.3943 0.3156 0.0713
0.4456 0.3255 -2.4158
-0.6490 -0.2430 2.2839
1.5067 -1.1561 0.7708
0.5875 -0.0969 0.1872
0.4677 0.1134 0.2040
0.1295 0.3415 -1.1631
-1.5307 1.3729 0.5216
0.3231 -0.5401 -0.8223
0.2522 0.0185 0.7390
2.5531 2.3272 -0.1307
-0.3084 -0.7822 -0.1414
-0.9050 -0.5327 0.5575
-0.0161 -0.9337 1.6262
-1.1798 -0.0191 -0.6106
1.7245 0.1515 0.1560
-0.5578 -1.1934 -0.0452
-0.4418 -0.2274 -0.0404
0.2839 0.2094 -0.0322
-1.9650 -1.4429 -1.1571
0.9689 1.5322 1.6394
0.3599 -0.2488 -0.2233
-0.5490 -1.2144 -1.5398
0.2404 0.6150 0.5677
0.2404 0.5708 0.0427
-0.7523 -2.0806 0.1501
0.4242 1.6191 -0.3215
0.7302 0.3458 -1.8836
-0.6346 -1.0953 -0.4999
0.5615 0.5680 0.5056
-0.1607 -0.4515 0.9563
-0.5183 -0.3089 0.8058
-0.1754 0.2262 -1.2432
1.5192 0.7541 0.7998
-0.1978 0.9687 0.2063
-0.4865 0.1445 -0.4227
0.5449 -0.7512 0.4849

Results
* E_LUMO: 5.12 eV
* energy relative to the best compared isomer or geometry (same formula, charge and spin): 374.2 kJ/mol
* orbital gap: 9.6 eV
* total charge: -2
* E: -48147.7166 eV
* HOMO level: -0.164 Ha

***

2.
Entry from OMol25: 15 unconnected molecules or ions with the total composition H28O18S at a distorted geometry (ωB97M-V with the def2-TZVPD basis set).

Last column: Löwdin charge in e.
Geometry (Å):
S -0.20589 0.09068 -0.12087  0.47
O 0.80411 0.11968 0.94613  -0.34
O -0.04489 -1.16432 -0.82687  -0.33
O -1.51189 0.13968 0.53113  -0.34
O 0.01311 1.26968 -0.88487  -0.31
O 1.13911 2.09168 2.51013  -0.02
H 1.90811 2.45168 2.11113  0.00
H 1.11911 1.30968 2.02213  -0.07
O 3.33811 0.05468 1.41413  -0.06
H 2.40011 -0.04732 1.17513  -0.03
H 3.45511 1.00668 1.39013  0.03
O -1.95589 0.33068 2.98113  -0.05
H -1.78789 0.12968 2.04713  -0.05
H -2.88789 0.51068 2.91013  0.02
O -1.54689 -2.64832 1.39913  -0.03
H -1.37289 -3.42532 0.91713  -0.01
H -0.64889 -2.26732 1.47013  0.01
O -2.31589 2.56168 0.82813  -0.04
H -2.16389 1.59268 0.79513  -0.02
H -2.63489 2.85068 0.01113  -0.01
O 1.64411 -2.76332 -0.18187  -0.09
H 1.08411 -2.01732 -0.50087  -0.06
H 1.13411 -3.54432 0.18013  0.07
O 0.53611 3.61368 -0.22087  -0.08
H -0.08589 3.68468 0.53813  0.04
H 0.43911 2.72268 -0.52687  -0.07
O 1.82911 1.53168 -2.63387  -0.12
H 2.47111 0.77868 -2.62387  0.01
H 1.09511 1.37468 -1.98887  -0.04
O -1.50989 2.46568 -2.53987  -0.07
H -0.80289 2.70368 -3.14287  0.03
H -0.98289 1.97368 -1.90087  -0.05
O -0.91889 -3.35932 -1.86587  -0.07
H -0.63889 -2.56432 -1.38587  -0.03
H -0.92889 -4.06032 -1.18987  0.02
O 0.44811 -1.26132 -3.28487  -0.09
H 0.35511 -1.24232 -2.29087  -0.04
H -0.38989 -0.81832 -3.45787  0.03
O 0.76111 -1.65332 2.80313  -0.05
H 0.93711 -0.99032 2.12013  -0.03
H 0.05811 -1.19732 3.20913  0.00
O -3.96189 -0.25132 0.49413  -0.08
H -4.15189 -0.05632 -0.42787  0.03
H -2.99589 -0.17832 0.62013  -0.05
O 3.13311 -0.61532 -1.50987  -0.03
H 2.63311 -1.16332 -0.89387  0.01
H 3.71011 -0.07032 -1.02387  0.01

Force components x, y, z for each atom (eV/Å):
0.2717 -0.1187 3.8152
0.2748 -0.6126 -0.2471
-0.9081 0.3726 -0.6795
0.3904 -0.5144 -1.2583
-0.5589 0.3171 -1.8788
-0.1502 2.0688 2.1300
1.0294 1.3170 -0.3417
-1.0284 -2.3588 -1.0926
0.7255 0.0364 0.0052
0.1529 -0.0949 -0.1291
0.0968 0.0899 0.0489
-0.0054 -0.2052 0.6297
0.7504 -0.1438 0.4098
-0.7186 0.2280 0.4470
0.2200 1.1785 0.7300
-0.0314 -1.5546 -0.9715
-0.3666 -0.0103 0.5392
0.5061 -0.1683 2.3734
-0.0265 1.0642 -0.3314
-0.6341 0.3917 -2.1031
0.7478 -1.9215 0.8095
-0.3513 -1.2759 0.6502
0.6934 2.0076 -0.8071
-0.0588 2.2016 1.2502
0.5398 -0.3750 -0.7863
-0.0573 -0.4569 0.0867
0.6549 0.2003 -0.5230
-1.4738 0.6116 0.3630
1.4949 -0.3783 -0.8696
-0.4345 0.3027 -0.7606
0.0010 0.2918 -0.3936
-0.3333 -0.2002 0.4759
-0.3666 -1.2428 0.3852
-0.3772 -0.2376 -0.1389
-0.0443 0.4579 -0.5187
-0.4559 0.2369 0.5591
0.7924 -0.1297 -1.6595
0.0309 0.0724 -0.6392
1.0308 -0.9840 -0.4084
0.4960 -0.2126 -0.3522
-1.7290 0.6516 1.4333
-1.0982 -0.1349 0.3367
0.3466 0.0347 0.1142
-0.6870 -0.4527 -0.7593
-0.7290 -1.1272 -1.5125
0.5487 -0.0088 0.1333
0.8294 0.7865 1.4361

Results
* E_LUMO: 5.03 eV
* energy relative to the best compared isomer or geometry (same formula, charge and spin): 408.2 kJ/mol
* orbital gap: 9.3 eV
* total charge: -2
* E: -48147.3650 eV
* HOMO level: -0.157 Ha

***

3.
Entry from OMol25: 15 unconnected molecules or ions with the total composition H28O18S at a distorted geometry (ωB97M-V with the def2-TZVPD basis set).

Last column: Löwdin charge in e.
Geometry (Å):
S -9.27434 17.39176 -4.93464  0.39
O -9.28293 16.08946 -4.34891  -0.30
O -8.17796 17.44822 -5.81536  -0.31
O -10.46480 17.61205 -5.72396  -0.32
O -9.15304 18.34452 -3.85314  -0.31
O -12.07475 15.68268 -6.15639  -0.06
H -11.51625 16.50359 -6.02570  0.00
H -12.12906 15.49972 -5.24506  0.02
O -7.64824 19.25614 -1.92056  -0.08
H -7.01386 19.63257 -2.53423  0.02
H -8.29261 18.85582 -2.55185  -0.02
O -10.08872 14.20484 -7.13116  -0.06
H -10.73592 14.83229 -6.79590  -0.04
H -10.61720 13.57037 -7.61854  0.02
O -9.84689 13.50917 -3.92043  -0.06
H -9.71557 14.46326 -3.96242  -0.03
H -10.54885 13.37049 -4.56542  0.02
O -7.28621 16.13423 -7.65165  -0.11
H -7.71562 16.59653 -8.39431  0.03
H -7.59186 16.57281 -6.80667  -0.05
O -8.79523 15.78417 -2.01665  -0.10
H -7.93880 16.19068 -2.15658  0.02
H -9.12951 15.87161 -2.96568  -0.06
O -10.59275 18.85151 -1.69367  -0.02
H -10.81617 17.95939 -1.41075  0.04
H -10.20172 18.73553 -2.50046  -0.08
O -5.87421 16.75511 -5.09876  -0.06
H -6.78073 17.02274 -5.30887  -0.05
H -5.80895 15.91282 -5.47705  -0.02
O -12.61593 18.82386 -4.87057  -0.04
H -11.86091 18.37038 -5.23851  -0.02
H -13.33807 18.71252 -5.50190  0.06
O -11.81602 20.97455 -3.59102  -0.12
H -12.30983 20.28424 -4.03753  -0.04
H -10.85575 20.78514 -3.61092  -0.03
O -9.27588 20.81191 -4.22191  -0.05
H -8.52233 21.13226 -3.67979  0.07
H -9.25761 19.88030 -4.17170  -0.07
O -11.07138 18.22407 -8.04755  -0.05
H -10.76880 18.12376 -7.16375  -0.07
H -11.78909 18.82626 -7.81008  0.03
O -7.27116 19.73417 -6.27675  -0.07
H -7.60204 18.82091 -6.22386  -0.03
H -6.95681 19.94464 -5.40341  0.01
O -7.52348 14.33186 -5.43330  -0.04
H -7.04863 13.58115 -5.04327  0.05
H -8.07716 14.63945 -4.73524  -0.02

Force components x, y, z for each atom (eV/Å):
-1.0017 -0.3383 1.6597
-1.1667 -2.3580 -0.2847
2.0347 1.1485 -1.7210
-1.5843 0.6837 0.0969
-0.2057 0.6688 0.1067
0.0286 1.2432 -0.9377
-0.2501 -0.5773 -0.8758
-0.5371 -1.0401 1.9481
-0.0680 0.0785 -0.3374
0.3700 -0.0268 0.0487
0.5795 0.0452 0.8553
0.5524 -0.7297 -0.3257
-0.4248 0.2671 0.1161
-0.0692 -0.0234 -0.1083
-0.6485 -0.5723 0.3666
-0.1488 -0.0815 -0.0363
0.2975 -0.0728 -0.2327
0.2190 0.1123 -0.7811
0.1543 -0.2006 0.8166
0.1344 -0.9539 -2.0298
-0.1818 -0.1649 -0.0833
0.3942 0.1990 0.4230
0.2359 0.0063 1.7614
-2.0781 0.3450 3.8792
0.1920 0.0050 0.0041
1.3800 -0.5149 -3.2524
0.8705 1.8391 1.3419
0.5169 -0.0118 0.3016
0.0227 -1.9963 -0.8703
-1.8319 0.1205 -0.0753
0.8741 -0.3260 -0.1631
0.2215 -0.0733 0.1628
-0.2519 1.1732 0.6285
0.4503 -0.3153 -0.0241
-0.7453 0.1782 -0.2454
1.0209 3.5213 0.3342
-0.9173 -0.4568 -0.4475
0.3767 -2.0297 -0.0283
-1.4637 0.9441 -1.6384
1.5067 -0.6924 1.1614
-0.1806 0.1610 -0.8053
0.3488 0.7785 -0.8348
0.1942 0.4031 -0.0052
0.0688 -0.0036 0.3554
1.6503 -1.0448 -0.6341
-0.3303 0.3028 -0.1715
-0.6090 0.3800 0.5818

Results
* E_LUMO: 4.96 eV
* energy relative to the best compared isomer or geometry (same formula, charge and spin): 435.6 kJ/mol
* orbital gap: 9.1 eV
* total charge: -2
* E: -48147.0808 eV
* HOMO level: -0.152 Ha